Molecular formula: C58H51N5OZr
Method: DFT, ωB97M-V with the def2-TZVPD basis set

total energy = -2636.346018 hartree
energy relative to the best compared isomer or geometry (same formula, charge and spin) = 2.0400 eV
E_HOMO (spin up / spin down) = -0.435 / -0.435 Eh
Kohn-Sham gap (spin up / spin down) = 4.92 / 4.92 eV
total charge = +2
LUMO energy (spin up / spin down) = -0.254 / -0.254 hartree

Element x y z (Å)
Zr (1.531, -1.262, 0.188)
O (0.079, -0.248, 1.059)
N (1.577, -0.896, -1.876)
N (0.654, -3.085, -0.312)
N (2.302, -2.170, 1.960)
N (3.254, 0.017, 0.182)
N (-2.173, 0.188, 1.208)
C (0.553, -1.380, -2.738)
C (-2.094, -2.996, -5.862)
C (3.725, 2.194, -2.924)
C (6.023, 1.588, 5.722)
C (-4.083, 2.445, -1.733)
C (-6.377, 3.631, 1.114)
C (5.949, 0.294, 3.728)
C (-3.190, -4.162, -4.057)
C (3.827, 0.644, -0.964)
C (-5.157, 3.584, 0.185)
C (4.320, 4.441, -2.929)
C (-0.926, 0.312, 1.644)
C (-2.931, 4.244, -0.444)
C (3.884, 0.745, 4.849)
C (-4.451, 5.729, 0.999)
C (1.536, -3.179, 2.649)
C (-0.656, -7.336, 3.423)
C (0.252, -3.532, -1.548)
C (2.962, -1.417, 2.911)
C (3.179, 0.974, -2.153)
C (-4.119, 4.491, 0.229)
C (4.620, 1.471, 5.803)
C (6.691, 0.980, 4.676)
C (0.651, -4.072, 2.022)
C (-2.870, 3.198, -1.448)
C (5.204, 0.972, -0.596)
C (3.877, 3.388, -5.063)
C (0.123, -6.433, 2.731)
C (-1.035, -2.650, -4.992)
C (5.351, 0.717, 0.745)
C (-6.416, 1.794, -1.056)
C (-1.971, -5.514, 4.404)
C (-0.728, 1.183, 2.821)
C (4.158, 0.059, 1.216)
C (-1.709, -6.876, 4.279)
C (-1.519, 2.806, -2.019)
C (-3.190, -3.769, -5.375)
C (0.140, -4.932, -1.488)
C (2.004, 0.320, -2.400)
C (0.588, -4.116, 0.590)
C (-1.141, -2.988, -3.599)
C (-1.101, -4.654, 3.750)
C (-0.147, -5.077, 2.838)
C (-0.029, -2.703, -2.703)
C (1.053, 0.701, -3.385)
C (2.487, -1.822, 4.229)
C (3.859, -0.381, 2.540)
C (4.286, 3.236, -2.261)
C (0.163, -0.346, -3.662)
C (-2.260, -3.671, -3.159)
C (-1.656, 4.919, 0.087)
C (3.523, 2.223, -4.331)
C (-5.219, 2.669, -0.941)
C (-4.117, 1.478, -2.888)
C (4.543, 0.236, 3.731)
C (1.679, -2.909, 4.051)
C (0.290, -5.304, -0.178)
C (4.203, 4.534, -4.347)
H (-3.936, -4.832, -3.754)
H (-0.078, -5.573, -2.392)
H (-1.632, 5.922, -0.360)
H (-1.617, 5.071, 1.145)
H (-1.332, 0.856, 3.640)
H (-1.075, -3.570, 3.955)
H (-5.161, 1.239, -3.178)
H (-0.438, -0.406, -4.555)
H (7.789, 1.078, 4.654)
H (-3.515, 0.564, -2.830)
H (-0.436, -8.386, 3.339)
H (-7.232, 3.795, 0.572)
H (-2.889, -5.108, 4.928)
H (2.759, 0.742, 4.855)
H (-1.519, 2.040, -2.856)
H (6.443, -0.303, 2.975)
H (-3.634, 2.106, -3.679)
H (0.938, -6.832, 2.105)
H (-3.917, -4.201, -6.122)
H (-6.883, 1.873, -0.065)
H (4.645, 5.399, -2.430)
H (1.338, -3.506, 4.914)
H (-2.115, -2.637, -6.921)
H (0.204, -6.347, 0.172)
H (-6.519, 2.633, 1.566)
H (-2.378, -0.225, 0.307)
H (2.873, -1.424, 5.131)
H (3.801, 3.304, -6.188)
H (-1.056, 2.201, 2.544)
H (-3.702, 6.453, 0.738)
H (5.945, 1.567, -1.040)
H (-5.466, 6.136, 0.755)
H (-7.155, 2.038, -1.845)
H (-6.105, 0.719, -1.345)
H (4.390, 3.187, -1.221)
H (-0.859, 2.462, -1.222)
H (3.205, 1.310, -4.810)
H (-0.142, -2.189, -5.423)
H (4.048, 1.746, 6.676)
H (-0.758, 4.333, -0.357)
H (-6.339, 4.336, 1.910)
H (-2.309, -7.601, 4.798)
H (1.034, 1.655, -3.783)
H (-2.277, -3.921, -2.106)
H (0.329, 1.201, 3.062)
H (6.539, 2.295, 6.341)
H (6.193, 1.021, 1.357)
H (-0.984, 3.753, -2.424)
H (-4.342, 5.521, 2.063)
H (4.408, 5.588, -4.634)
H (-2.922, 0.396, 1.908)

Mulliken atomic charge list, values in e, 99 entries: Zr 2.705; O -0.693; N -0.714; N 0.054; N -0.673; N 0.088; N -0.181; C 0.524; C -0.700; C 0.646; C -0.556; C 0.949; C -2.427; C -0.429; C -0.858; C 0.053; C 0.836; C -0.765; C 0.499; C 0.443; C -0.332; C -1.999; C 0.230; C -0.929; C -0.358; C 0.418; C 0.468; C 1.045; C -0.768; C -0.742; C 1.262; C 0.492; C -1.662; C -0.855; C -0.196; C -0.559; C -0.784; C -1.799; C -0.823; C -1.194; C 0.263; C -0.429; C -1.246; C -0.508; C -1.210; C 0.365; C 0.044; C 0.195; C 0.008; C 0.017; C 1.068; C -1.585; C -1.364; C 1.247; C -0.683; C -0.995; C -0.350; C -1.947; C -0.320; C 0.968; C -1.964; C 0.417; C -0.976; C -0.811; C -0.320; H 0.484; H 0.573; H 0.500; H 0.479; H 0.505; H 0.335; H 0.457; H 0.627; H 0.381; H 0.282; H 0.439; H 0.589; H 0.332; H 0.213; H 0.006; H 0.698; H 0.435; H 0.552; H 0.354; H 0.327; H 0.329; H 0.593; H 0.370; H 0.408; H 0.474; H 0.195; H 0.861; H 0.344; H 0.305; H 0.450; H 0.748; H 0.417; H 0.309; H 0.431